The following is a quantum chemistry calculation of a cluster of 13 separate species, C98H177FN12O8 in total, from the Open Molecules 2025 dataset.

Calculated values
Calculated total energy in eV: -141461.3979
Frontier orbital gap in eV: 8.15
E_LUMO in eV: 0.288

```
296
Properties=species:S:1:pos:R:3:forces:R:3:mulliken_charge:R:1
F 19.989904 13.869408 15.724775 1.204 0.283 0.523 -0.13
O 18.113645 13.710881 21.977044 -0.675 1.229 -0.146 -0.55
O 22.051829 14.685122 8.191668 -0.397 0.645 -2.265 -0.48
O 23.715570 10.310751 18.226387 1.199 -0.882 -0.933 2.32
O 21.995167 2.541162 17.459521 1.172 2.230 0.901 -0.49
O 23.232830 11.236905 21.240428 -1.045 0.022 -1.228 0.15
O 32.698465 14.485185 16.634629 -0.214 -0.062 0.047 -0.50
O 20.513408 7.848493 13.122260 -0.907 -2.111 0.711 1.77
O 28.004665 9.390071 10.243674 0.594 0.405 -1.543 -0.53
N 19.799755 7.535388 11.915381 -1.121 1.671 -0.304 -0.33
N 17.729938 12.902003 20.904082 -0.823 -1.834 0.044 0.17
N 18.504390 7.449116 15.170856 2.101 -1.261 0.540 0.14
N 25.879953 8.476389 18.598985 2.369 0.741 0.263 0.27
N 22.530412 14.952942 9.462141 0.515 -0.307 0.810 0.05
N 22.765484 2.547927 16.291997 1.596 -1.809 -1.296 0.03
N 31.606737 13.572937 16.458424 0.863 0.075 0.270 0.13
N 21.822338 5.441825 19.530103 -1.212 -1.368 0.196 -0.37
N 27.048920 8.618605 10.931040 -0.198 -0.668 1.052 -0.05
N 24.025698 17.260459 17.230971 1.575 -0.506 -0.395 -0.66
N 23.978441 11.751952 22.296065 1.884 -0.390 -0.236 -0.29
N 23.755833 10.481229 16.774127 -1.457 -1.539 0.355 0.54
C 18.892115 14.116773 19.183429 2.170 -0.540 0.874 -2.23
C 19.362185 7.269790 9.115507 0.361 -0.955 0.255 -0.74
C 22.512561 7.469643 20.608210 -1.500 2.150 1.357 -0.03
C 24.107696 12.002641 14.918212 -0.999 0.373 -0.114 -0.22
C 19.102531 6.102650 10.059557 -0.469 -1.244 -1.592 -1.20
C 16.349962 13.327011 14.131810 0.203 -1.008 -1.108 -0.93
C 22.083974 12.984857 23.292289 0.381 -0.422 0.785 -1.44
C 24.999265 2.877752 14.413032 -0.237 -1.036 0.519 -0.60
C 23.138031 14.276395 12.065394 0.019 -0.130 1.010 2.94
C 22.553364 10.095265 14.702219 -0.566 -0.834 -0.559 0.49
C 19.221223 9.969498 11.794330 0.021 0.583 -0.249 -1.76
C 24.036368 1.715128 16.483774 -0.966 1.225 1.681 2.15
C 22.782929 11.503955 14.301855 -0.003 2.080 1.880 1.48
C 29.327929 13.079818 16.851550 -1.891 0.414 -1.229 -1.37
C 27.670176 7.305344 11.299158 -1.965 -0.258 -1.218 2.11
C 28.330430 8.172077 18.839133 -1.736 -0.135 -0.211 -1.26
C 18.369321 11.727111 18.808983 1.856 -0.227 -0.976 -0.96
C 18.779655 13.698957 15.199476 -0.135 -0.336 -0.340 0.15
C 19.908654 8.800348 11.129193 0.394 -0.599 -2.137 2.02
C 33.266849 11.978812 15.665030 0.673 0.122 2.953 -1.78
C 20.147427 12.306976 20.479147 -0.647 1.141 -0.964 -2.12
C 18.779371 12.758992 19.843146 0.896 0.028 1.753 2.13
C 19.892223 6.140230 11.334619 -0.637 0.727 1.651 1.85
C 21.911426 15.126672 11.821558 -0.198 0.141 -0.564 -1.63
C 16.512952 8.409275 16.066484 2.443 -1.238 0.056 -0.73
C 22.527852 9.832598 16.210634 0.324 0.068 1.029 2.25
C 26.632591 6.538837 12.146885 -0.742 -0.218 0.040 -1.80
C 20.639832 13.503390 10.335814 1.087 -0.366 -1.419 -1.54
C 26.027103 16.435853 15.369400 -1.526 0.972 0.878 -0.36
C 25.761209 8.608982 13.046868 -1.806 0.909 0.127 0.85
C 25.448246 11.490428 21.900650 -0.550 -0.172 0.937 2.18
C 25.612750 9.970197 21.633234 0.566 -0.386 0.961 -1.54
C 28.142128 6.791958 18.616556 -0.260 0.225 0.124 -0.54
C 26.381999 17.153322 16.521743 -1.475 -0.751 -0.021 -0.66
C 21.530364 4.372447 15.278250 -0.054 0.821 1.461 -1.34
C 17.738484 6.683197 17.295456 -0.026 0.063 0.964 -0.53
C 22.914001 3.820200 15.598195 -1.055 1.733 1.322 1.97
C 27.156859 8.951584 18.799707 -0.082 0.125 0.401 -0.19
C 24.831076 14.619544 8.689906 0.899 0.023 -1.929 -2.10
C 26.287708 7.261549 13.481338 -0.490 -0.754 -1.030 -0.64
C 23.706520 12.564304 9.546939 0.812 1.725 0.284 -0.94
C 24.441953 13.679035 23.783390 0.167 -0.817 0.204 -1.07
C 17.435926 12.591750 13.592227 0.813 0.369 0.038 -0.36
C 28.880757 7.236104 12.126784 2.543 -0.848 -0.873 -1.84
C 23.502231 13.118811 22.697508 0.595 -1.570 0.761 1.92
C 23.731094 14.119682 9.651976 0.901 0.394 0.029 1.76
C 21.215832 10.292349 16.917136 0.313 -0.602 0.348 -0.76
C 25.451138 11.974495 17.062891 0.896 2.043 -1.489 -1.50
C 20.387746 7.367705 19.553070 0.806 -1.511 0.627 0.54
C 18.723625 12.791107 14.123244 -0.286 0.216 0.517 0.96
C 26.657175 9.433504 12.121371 0.258 -0.442 -1.340 3.00
C 24.648874 16.193452 15.127979 1.030 0.603 0.904 0.75
C 26.874419 6.274619 18.428469 -1.256 -0.197 -0.264 -0.83
C 30.922322 11.264268 16.253340 0.281 -0.159 0.289 -1.50
C 23.244924 12.942637 17.093642 -1.463 -2.125 2.001 -0.67
C 17.048929 11.656568 21.479488 -0.040 -0.296 -2.175 2.03
C 20.369014 15.908918 9.997667 -0.836 -1.484 1.090 -1.84
C 25.939993 13.404379 23.499227 0.391 -0.760 2.296 -0.71
C 27.853481 9.989246 12.855451 -0.922 -0.813 1.523 -2.50
C 22.628242 6.147636 20.264012 2.186 1.089 0.800 -0.72
C 26.297522 11.951444 23.090737 -0.175 -0.199 -0.195 -0.95
C 30.500081 14.483026 18.559473 1.058 2.611 1.349 -1.92
C 16.483731 14.189520 15.185052 0.270 0.651 1.361 -0.43
C 23.713984 16.605975 16.102203 1.460 -0.235 -0.006 -0.48
C 25.898013 10.618455 11.580079 -0.657 1.567 0.483 -1.98
C 24.826558 1.552158 15.229465 -0.570 -1.272 -2.651 -1.52
C 23.554631 14.104535 21.615296 0.182 0.832 -2.027 -1.75
C 32.607580 11.937234 18.115384 0.857 -1.837 0.241 -1.55
C 25.766223 7.178372 18.437416 0.272 -0.937 -0.524 -0.56
C 16.681523 10.715733 20.267208 0.393 -0.548 0.869 -1.92
C 18.689602 6.689208 16.320500 0.655 0.328 -2.031 0.54
C 30.405541 14.127023 17.131372 -0.177 -0.741 -1.995 2.64
C 21.267472 8.090608 20.346636 0.821 0.249 -1.518 -0.12
C 17.853733 10.836304 22.489001 0.271 -0.683 -0.962 -1.66
C 20.672458 6.014768 19.265252 -0.824 1.158 -1.354 -0.65
C 32.082744 12.191692 16.709490 0.612 -0.460 -1.879 1.22
C 16.719590 7.655851 17.227444 -0.602 -0.130 -0.892 -0.33
C 25.353804 17.487968 17.412902 -0.325 0.142 0.015 -0.33
C 24.216677 14.485398 11.032134 -0.997 0.976 0.252 -1.93
C 15.764594 12.106471 22.161624 -1.144 -1.428 -0.751 -2.00
C 23.598986 0.370233 16.995075 0.729 0.394 2.312 -2.30
C 27.815165 6.517766 9.966250 -0.065 -0.568 0.075 -1.79
C 29.670100 11.609566 17.017343 -0.825 -0.263 0.231 0.11
C 17.742168 14.415203 15.781670 -0.465 -1.295 -2.016 -1.08
C 19.206055 8.612326 9.746774 -0.387 1.352 -0.148 -1.14
C 23.526289 4.935370 16.471883 0.541 -0.467 0.523 0.86
C 21.299887 5.725004 11.070740 1.330 -0.817 0.741 -2.03
C 21.386902 9.192880 10.780751 0.330 -1.952 0.217 -1.39
C 26.003348 12.211409 20.691575 -1.195 -0.142 -1.858 -1.56
C 17.891249 10.391367 19.358395 -0.456 0.584 0.490 2.30
C 17.499553 8.242301 14.999262 -2.446 0.713 2.895 -0.15
C 19.292714 5.163262 12.413652 3.081 1.053 -0.148 -1.33
C 24.070445 11.837155 16.446381 1.210 1.029 0.320 2.29
C 25.001619 2.202462 17.575589 -1.143 1.784 0.155 -1.84
C 22.703643 8.345750 16.542203 -2.729 -0.209 0.620 -0.83
C 30.064603 15.385849 16.285564 1.760 -0.897 -1.096 -1.96
C 23.654836 3.597991 14.309208 0.293 0.226 -1.675 -1.00
C 21.385199 14.822103 10.412931 0.519 1.215 -0.781 1.72
H 17.419143 8.920018 14.166514 0.273 -0.301 -0.627 0.24
H 21.086343 9.165759 20.502180 0.250 -0.576 0.241 0.16
H 26.712322 5.170589 18.248043 0.161 1.506 0.277 0.26
H 17.652236 12.219785 18.139734 -0.141 -0.474 0.015 0.80
H 18.678970 7.089128 8.270540 0.587 0.495 -0.073 0.36
H 19.837291 15.549098 9.115310 0.128 0.409 -0.149 0.42
H 19.683450 6.132767 16.356763 -1.769 0.670 -0.059 -0.59
H 18.178645 9.758111 12.034910 -0.096 -0.074 -0.244 0.54
H 25.750516 0.911219 15.406255 -0.790 1.300 -0.002 0.34
H 33.207545 14.172622 17.400854 -0.222 0.185 0.045 0.37
H 25.259021 2.515171 13.436441 0.327 0.223 -0.712 0.51
H 24.295852 14.758041 23.796112 -0.026 0.092 0.146 0.37
H 30.699926 11.447542 15.178060 0.374 0.110 0.593 0.28
H 26.464231 11.380265 10.990116 -0.029 -0.981 0.343 0.51
H 33.909154 11.094080 15.876962 -0.997 0.077 -0.223 0.37
H 15.922217 11.128837 19.614707 -0.209 0.611 -0.014 0.36
H 18.188145 8.993034 9.813485 -0.554 -0.715 0.302 0.58
H 33.098608 10.937781 18.110698 -0.454 0.305 -0.128 0.46
H 17.949614 14.427737 18.890795 -1.886 0.506 -1.059 0.66
H 33.458292 12.524570 18.472218 -0.282 0.621 -0.260 0.37
H 25.711652 6.500754 11.573583 -0.442 0.179 -0.164 0.44
H 24.593462 4.757736 16.482479 0.455 -0.189 1.001 0.09
H 21.744280 13.973692 23.623633 -0.050 -0.087 -0.182 0.44
H 15.581564 14.652041 15.610370 0.524 -0.013 -0.332 0.37
H 24.998212 10.361386 11.039303 -0.123 -0.372 -0.362 0.74
H 24.439496 2.455583 18.494468 0.357 -0.179 -0.288 0.38
H 15.064246 12.624575 21.508619 0.447 0.479 -0.275 0.40
H 22.064089 16.210344 11.926319 0.462 -0.213 -0.186 0.45
H 17.950764 15.114937 16.551421 -0.025 0.331 0.616 0.64
H 25.658321 3.044499 17.329326 -0.188 -0.138 -0.192 0.04
H 19.791434 13.588201 10.946940 -1.265 -0.146 1.015 0.58
H 21.349332 12.530571 22.630865 0.358 0.114 0.053 -0.07
H 27.727048 5.436520 10.224987 0.528 0.587 -0.342 0.38
H 24.700359 8.496569 12.579017 1.734 0.216 0.733 -0.60
H 18.007372 5.955204 10.171819 0.590 0.206 0.401 0.42
H 20.995701 3.597019 14.813891 -1.351 -1.088 -0.245 0.95
H 25.334632 12.239210 19.796864 0.000 0.080 0.970 -0.61
H 24.851417 14.026513 7.740921 -0.467 0.524 0.482 0.37
H 29.028962 15.612922 16.388361 -0.843 0.303 -0.073 0.19
H 19.732436 5.477738 13.384463 -0.040 -0.655 -0.538 -0.21
H 24.614129 14.428897 21.413749 -1.172 -0.489 -0.320 0.30
H 26.914430 5.470998 12.165121 0.257 0.473 0.640 0.61
H 22.114873 12.347627 24.198982 0.127 0.253 -0.451 0.52
H 27.354434 11.926083 22.749208 -0.445 -0.060 0.434 0.27
H 25.684409 9.221905 13.965448 -0.455 -0.083 -0.362 -0.49
H 29.302740 8.612123 19.063085 -0.338 -0.110 -0.202 0.52
H 26.929716 6.708138 9.346320 0.224 0.184 0.080 0.45
H 23.624740 14.496226 13.009070 -0.337 0.033 0.421 -1.59
H 23.543594 11.585103 20.359829 -0.198 -0.174 0.968 -0.22
H 17.804030 5.998630 18.166203 0.053 0.713 -0.594 0.46
H 21.924356 5.987310 11.913688 0.215 0.272 0.385 0.14
H 22.051411 8.798285 11.551085 0.005 0.211 0.297 0.12
H 25.793885 3.562239 14.712862 0.042 -0.175 0.456 0.27
H 17.571757 9.831274 18.482607 0.013 -0.439 0.161 -0.60
H 24.464659 9.626902 18.326220 -1.030 0.967 0.241 -0.28
H 21.965775 12.208571 14.674262 0.729 -0.883 -0.525 -0.82
H 23.757874 13.887353 17.070614 -0.055 0.397 0.066 0.58
H 28.365268 13.376808 17.353719 0.921 -0.389 -0.063 0.34
H 21.627254 5.132570 14.514090 0.059 0.611 0.104 0.01
H 22.400458 3.274861 18.040017 -1.003 -1.413 -0.649 0.38
H 26.159388 11.192882 23.883172 0.097 0.642 0.021 0.38
H 31.877182 11.861279 18.908638 -0.403 0.348 0.066 0.27
H 23.263576 8.090188 21.165771 -0.555 -1.148 -0.586 0.24
H 23.001381 4.998550 17.484122 1.091 -0.019 -1.235 -0.82
H 28.730891 6.704830 9.350119 -0.669 -0.049 0.777 0.31
H 15.765890 9.161881 16.021052 -0.570 0.450 -0.140 0.51
H 21.393069 10.457334 18.018922 -0.195 -0.486 -1.122 -0.19
H 25.477718 6.731363 14.040951 0.711 0.260 -0.358 -0.29
H 26.710243 9.691407 21.584480 -1.147 0.470 -0.204 0.29
H 28.642939 10.208740 12.217438 1.331 0.589 -1.152 0.50
H 20.427642 7.185201 8.827317 -0.542 -0.012 -0.458 0.34
H 23.381555 9.533329 14.256421 -0.139 -0.291 0.146 -0.70
H 21.781645 6.115969 10.205145 0.066 0.767 -0.811 0.39
H 20.906712 12.111097 19.723108 -0.041 0.049 -0.188 -0.42
H 25.876112 12.975803 16.787458 -0.312 -0.544 0.385 0.26
H 19.705670 12.302736 13.806504 -1.727 0.614 0.294 -0.02
H 23.509929 5.684595 20.614546 1.102 -0.811 -0.010 0.46
H 26.349715 14.093135 22.770920 -0.020 0.210 -0.100 0.40
H 19.607651 4.162652 12.135492 -0.011 -0.233 0.280 0.50
H 23.442849 0.269323 18.108865 -0.091 0.565 -1.174 0.26
H 22.996780 3.020985 13.625401 0.221 0.035 0.462 0.62
H 23.192470 12.128950 10.360920 -0.465 -0.547 0.952 -0.38
H 19.299642 10.879827 11.131002 -0.164 -0.908 0.642 0.35
H 27.404435 17.377466 16.777313 0.127 -0.007 -0.032 0.49
H 17.347629 11.906920 12.736852 -0.319 0.408 0.461 0.41
H 25.035488 13.877246 11.290519 1.291 -0.771 0.250 0.52
H 20.432506 9.521504 16.733873 0.426 0.424 0.337 0.61
H 27.503288 10.859465 13.361990 0.054 0.916 0.461 0.81
H 22.781002 0.020696 16.493244 -2.394 -0.810 -1.245 0.61
H 22.825240 13.219698 12.162429 0.258 0.471 -0.309 -0.84
H 26.816369 16.143722 14.727270 0.371 -0.420 -0.870 0.54
H 22.959173 13.815367 20.703421 0.855 0.355 0.679 -0.21
H 19.946228 11.402534 20.983600 0.142 -1.102 0.765 0.76
H 24.234729 0.841650 14.502397 0.714 1.276 1.242 0.35
H 18.299580 11.507187 23.196160 0.346 0.014 0.676 0.40
H 18.949293 13.462138 22.362855 0.788 -0.706 0.004 0.40
H 21.640341 9.803939 14.154904 0.136 -0.601 0.706 -0.60
H 30.441832 13.699931 19.284807 -0.503 -0.605 0.343 0.33
H 25.928502 14.543252 8.961913 -1.372 -0.084 0.691 0.29
H 25.204726 9.344754 22.437165 0.006 0.421 0.264 0.66
H 29.828367 15.356433 18.786294 -0.023 -1.240 -0.014 0.39
H 20.764244 16.913037 9.872879 0.069 -0.051 0.140 0.45
H 18.728058 9.855264 19.866168 -0.696 0.310 -0.277 -0.94
H 23.329837 12.128510 8.649004 -0.087 0.019 -0.846 0.28
H 31.464256 14.992222 18.773116 -0.128 -0.422 -0.297 0.42
H 24.680561 15.681412 8.411847 -0.049 -0.487 0.223 0.48
H 19.325315 11.499753 18.198543 -1.555 0.629 0.665 -0.69
H 22.245544 12.945253 16.685536 -0.293 0.661 -0.447 0.12
H 21.102480 14.922678 12.513285 -0.151 -0.341 0.337 0.29
H 24.309804 15.721861 14.215966 0.060 -0.097 0.190 -0.17
H 23.807964 4.561937 13.736405 -0.191 -0.683 0.891 -0.45
H 22.812365 11.588598 13.240334 -0.008 -0.001 -0.882 -0.28
H 19.880608 7.493493 13.842796 0.897 0.985 -0.954 -0.38
H 26.260502 13.223576 20.905154 0.364 0.676 0.026 0.48
H 29.746484 7.779446 11.719727 -0.219 -0.135 0.005 0.33
H 19.619080 14.018380 18.368976 -0.237 0.377 -0.049 0.15
H 21.029938 4.800866 16.239320 0.744 -0.978 -1.843 -0.37
H 24.380449 -0.294774 16.788937 1.346 -1.228 -0.323 0.56
H 25.576498 1.344827 17.727821 1.322 -1.119 0.795 0.71
H 30.378646 15.145333 15.208571 -0.862 0.392 1.449 0.42
H 20.287789 13.364216 9.294789 0.264 -0.148 0.506 0.53
H 19.712039 10.171698 12.722736 0.358 0.358 0.676 -0.19
H 32.907978 12.011704 14.673813 -0.258 0.095 -1.080 0.41
H 21.250410 12.646722 10.631867 -0.240 0.087 0.026 -0.06
H 23.518075 5.911517 16.004559 -0.762 0.126 -0.282 -0.56
H 31.135098 10.166634 16.314111 0.241 0.904 0.240 0.36
H 26.852476 11.684594 20.258825 0.359 0.020 0.469 0.53
H 27.126607 7.431579 14.151932 0.087 -0.411 0.061 0.36
H 19.544673 7.769478 19.070825 -1.160 0.672 -0.036 0.07
H 24.194851 13.077817 14.683993 0.370 -0.360 0.156 -0.46
H 22.715489 16.247158 16.039529 -0.937 0.182 -0.319 0.73
H 19.221769 14.869356 19.901269 0.297 -0.083 -0.019 0.39
H 25.074590 9.604774 20.762256 0.299 0.378 -0.357 -0.47
H 28.886786 10.965972 16.589526 -0.245 0.421 0.199 0.13
H 20.598193 13.021727 21.172181 -0.429 0.059 -0.362 0.89
H 20.835674 11.213350 16.519680 -0.157 0.634 -0.335 -0.36
H 27.202357 10.031100 19.018539 0.059 -0.600 -0.345 0.51
H 24.779367 12.414732 9.690682 -0.179 -0.885 -0.308 0.59
H 33.958476 12.788002 15.901339 0.009 0.157 -0.735 0.45
H 25.409780 11.888414 18.130266 0.154 -0.177 0.104 -0.74
H 25.542702 11.183870 12.456618 -0.034 -0.018 -0.169 -0.37
H 29.674849 11.367778 18.077947 0.477 -0.265 0.260 0.17
H 28.209764 9.318610 13.622175 0.159 -0.187 0.283 0.31
H 21.913335 7.762867 16.038075 -0.093 0.269 0.034 -0.02
H 18.273884 5.187753 12.567475 -2.381 0.343 -0.199 0.47
H 26.106031 11.267712 16.593595 0.502 -0.737 0.067 0.25
H 15.127384 11.221994 22.459614 1.036 0.650 0.164 0.35
H 16.170187 9.840188 20.728374 0.588 0.183 -0.313 0.51
H 19.632882 15.808467 10.832233 0.217 0.860 -0.587 0.34
H 23.024274 12.563617 18.171489 0.704 1.051 -1.413 -1.02
H 19.588405 9.345353 9.013260 0.396 -0.042 0.490 0.28
H 15.366616 13.241059 13.687681 0.027 -0.261 -0.044 0.43
H 16.085286 7.771816 18.101979 -0.138 0.034 -0.237 0.31
H 29.107758 6.141815 12.088439 0.341 0.801 0.346 0.43
H 28.951061 6.086824 18.600502 0.496 0.011 0.061 0.49
H 29.064067 13.180951 15.775714 0.208 0.101 0.367 0.28
H 16.026777 12.712378 22.987032 -0.095 0.623 1.041 0.47
H 24.921723 11.446913 14.458734 0.311 -0.023 0.162 -0.50
H 24.730592 6.908549 18.238251 0.249 -0.694 0.113 0.87
H 22.549365 8.125217 17.624194 0.223 0.377 -0.592 -0.41
H 21.665590 8.575751 9.891192 0.011 0.937 0.345 0.28
H 23.567089 7.860055 16.224605 2.026 -0.110 -0.590 0.60
H 30.687863 16.229674 16.584783 -0.141 0.038 0.132 0.47
H 19.966291 5.438318 18.653886 0.266 0.166 0.240 0.35
H 26.476934 13.596633 24.488788 -0.446 0.008 -1.339 0.40
H 24.555806 15.546797 11.059657 -0.259 -0.583 -0.108 0.51
H 18.590987 10.136341 22.053152 0.096 0.808 -0.053 0.10
H 22.265422 15.482932 7.645209 -0.283 -0.982 0.796 0.37
H 21.438974 4.650629 10.975831 -0.404 -0.304 -0.026 0.61
H 21.620301 10.250521 10.668005 -0.387 -0.009 -0.299 -0.15
H 23.094310 14.950777 22.071025 -0.567 1.089 -0.242 0.79
H 27.689305 9.537032 9.316679 0.026 -0.468 1.313 0.36
H 24.104035 13.315855 24.775129 0.537 -0.068 -0.445 0.39
H 28.755836 7.524514 13.140090 -0.073 0.120 0.687 0.32
H 17.193541 10.118316 22.953366 -0.459 0.197 0.609 0.53
H 25.645687 17.927239 18.368811 -0.306 0.159 -0.232 0.36
H 19.472255 5.194929 9.472158 -0.625 0.789 0.895 0.26
```
Forces are in eV/Å.